This record from OMol25 describes a 2-piece molecular cluster, C3H4N2O3 overall. The level of theory is ωB97M-V/def2-TZVPD.

CARTESIAN COORDINATES (ANGSTROEM)
C  -0.321  -0.817  -0.746
C  -1.043  -0.147  1.172
C  -0.033  0.888  0.786
H  1.440  1.984  -0.745
H  0.784  -1.029  -2.127
H  -2.256  0.010  1.595
H  -0.309  -0.784  1.976
N  0.214  0.587  -0.512
N  0.018  -1.630  -1.642
O  1.756  0.320  -0.806
O  -1.269  -1.094  0.112
O  0.401  1.720  1.583

Properties
Net charge: 0
HOMO level (eV): -10.632
Multiplicity: 1
Relative energy (zero: lowest compared OMol25 entry of this formula, charge and spin) (kcal per mole): 200.0